27
Properties=species:S:1:pos:R:3:nbo_charge:R:1 method="wB97M-V/def2-TZVPD" lumo_energy_ha=0.018 e_tot_ha=-739.73137 relative_energy_ev=3.024 homo_ha=-0.3559 total_charge=0 multiplicity=1 gap_ev=10.16
C -2.58697 1.62308 0.26095 -0.315
C -1.90534 0.23717 0.23895 0.690
C -0.19902 -1.17821 -0.49944 -0.169
C -1.02934 -2.39418 -0.25707 0.793
C 0.90236 -0.91039 0.67203 -0.373
C 1.84098 0.37284 0.54015 -0.535
C 3.14293 -0.02582 -0.20758 0.684
H -2.53762 3.43597 -0.66117 0.368
H -1.41504 2.34491 -1.11777 0.353
H -2.30463 2.11715 1.10850 0.199
H -3.60393 1.44712 0.52844 0.219
H -1.26231 0.19190 -1.77907 0.437
H 0.48715 -1.44707 -1.23083 0.256
H 1.46109 -1.79636 0.56797 0.239
H 0.32696 -0.93706 1.58316 0.230
H 1.18116 1.15272 0.10528 0.242
H 2.06508 0.93272 1.51429 0.218
H 4.24979 1.19054 1.01376 0.382
H 4.94297 0.94468 -0.50507 0.403
H -2.77175 -3.09074 -0.16768 0.517
N -2.38040 2.47678 -0.87185 -0.832
N -1.02168 -0.00178 -0.77734 -0.658
N 4.30686 0.56309 0.27031 -0.831
O -2.23211 -0.60730 1.21979 -0.645
O -0.51541 -3.35316 0.23394 -0.609
O 3.07706 -0.90866 -1.06466 -0.593
O -2.21885 -2.37995 -0.71799 -0.670



22
Properties=species:S:1:pos:R:3:nbo_charge:R:1 method="wB97M-V/def2-TZVPD" lumo_energy_ha=0.023 e_tot_ha=-836.50322 relative_energy_ev=1.522 homo_ha=-0.3428 total_charge=0 multiplicity=1 gap_ev=9.95
C -0.18570 -0.79653 2.61961 0.767
C 0.83424 1.11781 -1.38809 -0.443
C -0.07219 0.20962 -2.18927 -0.219
C -2.34385 -0.43881 1.54223 -0.315
C -1.13701 -0.91108 1.43954 -0.353
C 0.85301 1.03532 0.10298 -0.304
N 2.05089 1.43971 0.93820 -0.814
N -0.12775 -1.20961 -1.77614 -0.841
O -0.52676 -0.85857 3.77097 -0.549
O 1.12520 -0.75032 2.33360 -0.761
P 1.86022 -0.34280 0.84611 1.069
H 1.91186 0.97527 -1.63985 0.197
H 0.61069 2.23676 -1.53492 0.229
H -1.11443 0.65642 -2.17314 0.194
H 0.29082 0.27887 -3.22195 0.180
H -2.96467 -0.38373 0.62603 0.188
H -2.97896 -0.16649 2.41592 0.223
H -0.87646 -1.44460 0.58287 0.248
H -0.07975 1.03665 0.65789 0.232
H 2.83520 1.63360 0.44750 0.357
H 0.78360 -1.61000 -1.95520 0.354
H -0.74818 -1.70747 -2.44489 0.364